(1)
Density functional theory data (ωB97M-V/def2-TZVPD) for C21H31N3 as an isolated structure.

Geometry as XYZ:
```
55
Properties=species:S:1:pos:R:3:nbo_charge:R:1
C -6.6547 -0.1297 0.2583 -0.37
N -5.6387 -1.1764 0.6060 -0.62
H -6.0557 -1.9824 0.4055 0.34
C -4.4370 -1.1485 -0.0648 -0.22
H -3.9627 -2.2468 -0.0054 0.19
C -3.6624 -0.0748 0.5838 -0.06
N -2.3742 -0.0645 0.1036 -0.66
H -1.8417 -0.8113 -0.0622 0.35
C -2.2702 0.4685 -1.5544 -0.23
C -0.7568 0.8404 -1.8635 -0.01
N 0.0317 -0.0537 -1.7147 -0.65
H 0.2110 -0.3070 -0.8556 0.36
C 1.3430 -0.3452 -2.6060 -0.09
C 2.1550 -1.3638 -2.2770 -0.56
C 2.6782 -1.5637 -1.0500 0.03
C 1.9315 -2.2615 0.2003 -0.19
C 2.5404 -2.4554 1.4144 -0.30
C 3.6683 -1.7322 1.7508 -0.14
C 4.4995 -0.8849 0.6214 -0.19
C 3.8571 -0.8768 -0.4811 -0.19
H 4.3822 -0.3907 -1.4545 0.18
H 5.2150 -0.4144 1.0739 0.21
H 4.0966 -1.6202 2.7288 0.20
H 1.8969 -2.7789 2.2999 0.22
H 1.0685 -2.5523 -0.4078 0.22
H 1.5648 -2.2785 -2.5292 0.23
H 2.9611 -1.6370 -3.0405 0.26
H 1.9838 0.8584 -2.2361 0.12
H 0.9699 -0.0849 -3.4367 0.19
C -0.3295 2.1329 -1.0066 -0.47
C 0.7302 2.0599 -0.1113 -0.08
C 1.9610 2.4473 -0.3721 -0.15
C 3.0149 2.3097 0.7185 -0.18
C 2.6945 1.4073 1.8172 -0.23
C 1.4193 0.9396 2.0355 -0.23
C 0.5019 1.4164 1.1283 -0.16
H -0.5072 0.8258 1.0675 0.23
H 1.2353 0.4529 3.1883 0.22
H 3.4712 1.4234 2.5940 0.20
H 3.8522 2.8169 0.6372 0.18
H 2.2893 2.9789 -0.9709 0.16
H -0.1661 2.9964 -1.5552 0.21
H -1.3408 2.5198 -0.5343 0.21
H -0.8872 0.9931 -2.8959 0.19
H -3.0081 1.3417 -1.6907 0.20
H -2.3528 -0.4353 -2.1535 0.19
C -3.3782 -0.2630 2.0851 -0.64
H -2.7875 -1.2172 2.3049 0.22
H -4.4170 -0.1198 2.3941 0.23
H -3.0441 0.7518 2.5115 0.22
H -4.0559 1.0267 0.2762 0.19
H -4.5591 -0.9396 -1.1827 0.16
H -7.4905 -0.2412 0.5314 0.17
H -6.7636 -0.1749 -0.8215 0.16
H -6.2201 0.7703 0.6257 0.19
```

Properties
HOMO energy ... -7.54 eV
Frontier orbital gap ... 7.9393 eV
E ... -982.39310 Eh
ΔE to the lowest compared entry with this formula, charge and spin ... 422.1 kcal per mole

=====

(2)
Density functional theory data (ωB97M-V/def2-TZVPD) for one molecule with the formula C4H4N2O2.

Geometry as XYZ:
```
12
Properties=species:S:1:pos:R:3:nbo_charge:R:1
C 0.3854 1.9917 0.0308 -0.53
C -0.2699 0.8214 -0.0111 0.42
O -1.6419 0.6934 -0.0412 -0.45
C -1.8970 -0.6576 -0.0008 0.33
N -0.8580 -1.4112 0.0215 -0.26
N 0.2037 -0.5143 -0.0002 -0.31
C 1.5116 -0.9370 0.0180 0.53
O 2.4260 -0.1578 -0.0389 -0.56
H -0.1752 2.8918 0.0308 0.22
H 1.4719 2.0031 0.1265 0.25
H -2.9398 -0.9872 0.0615 0.22
H 1.5694 -2.0258 0.0523 0.14
```

Properties
SMILES ... C=C1OC=NN1C=O
HOMO energy ... -8.52 eV
Frontier orbital gap ... 9.3726 eV
E ... -414.76766 Eh
ΔE to the lowest compared entry with this formula, charge and spin ... 49.3 kcal per mole

=====

(3)
Density functional theory data (ωB97M-V/def2-TZVPD) for one molecule with the formula C12H20N4O3.

Geometry as XYZ:
```
39
Properties=species:S:1:pos:R:3:nbo_charge:R:1
C -4.1860 -0.9765 0.8729 -0.61
C -3.5601 -0.4269 -0.4372 -0.21
C -4.5796 0.2930 -1.3437 -0.62
C -2.3304 0.5331 -0.2158 -0.43
C -1.0762 -0.1600 0.3694 -0.13
N -1.0866 -0.3542 1.8180 -0.83
C 0.1776 0.6368 -0.0828 0.68
O 0.3515 0.9012 -1.2768 -0.66
N 1.1515 0.7755 0.8389 -0.60
C 2.4479 1.3700 0.5050 -0.14
C 3.2118 0.6496 -0.6552 -0.44
C 3.4048 -0.7909 -0.4299 0.09
C 3.2840 -1.8434 -1.3183 -0.11
N 3.5007 -2.9283 -0.5453 -0.51
C 3.7255 -2.5283 0.7154 0.16
N 3.6705 -1.1961 0.8558 -0.47
C 2.2298 2.8622 0.2364 0.79
O 1.1429 3.4030 0.2993 -0.58
O 3.3989 3.4453 -0.1003 -0.69
H -3.4018 -1.4396 1.4845 0.19
H -4.7130 -0.1656 1.4501 0.20
H -4.9555 -1.7432 0.5935 0.21
H -3.1921 -1.3974 -0.8974 0.19
H -4.0725 0.8428 -2.1775 0.21
H -5.2630 -0.4191 -1.8419 0.21
H -5.1226 1.0613 -0.7651 0.20
H -2.6645 1.3685 0.4156 0.20
H -2.0234 0.9326 -1.2048 0.25
H -0.9287 -1.1660 -0.0253 0.21
H -1.6246 0.3948 2.1596 0.35
H -1.6119 -1.2117 1.9069 0.36
H 0.9729 0.3828 1.6980 0.42
H 3.0994 1.3458 1.4170 0.25
H 4.1508 1.2113 -0.8302 0.23
H 2.7091 0.8498 -1.6254 0.25
H 3.1055 -1.9040 -2.3546 0.22
H 3.4032 -3.8462 -0.9127 0.42
H 3.9933 -3.1876 1.5796 0.20
H 3.2609 4.4258 -0.1758 0.50
```

Properties
SMILES ... CC(C)C[C@H](N)C(=O)N[C@@H](Cc1c[nH]cn1)C(=O)O
HOMO energy ... -8.56 eV
Frontier orbital gap ... 9.2832 eV
E ... -914.03287 Eh
ΔE to the lowest compared entry with this formula, charge and spin ... 27.5 kcal per mole

=====

(4)
Density functional theory data (ωB97M-V/def2-TZVPD) for C19H48O4P2SSiTi as an isolated structure.

Geometry as XYZ:
```
76
Properties=species:S:1:pos:R:3:lowdin_charge:R:1
Ti -0.5506 -0.4552 -2.7332 0.46
H -2.7680 -0.9283 -3.6654 0.11
H -2.7166 -0.1581 -3.6679 0.10
P 0.1542 -2.7735 -2.9356 0.75
P -0.0011 2.0537 -2.7727 0.72
C -0.1719 3.2482 -1.3958 -0.23
H -0.2349 4.2706 -1.8377 0.08
H -1.0951 3.0545 -0.8407 0.04
H 0.6732 3.1849 -0.6799 0.05
C 1.6466 2.4678 -3.4566 -0.23
H 1.7502 2.0205 -4.4509 0.06
H 1.7902 3.5567 -3.5356 0.07
H 2.4175 2.0518 -2.8001 0.05
C -1.1539 2.7559 -3.9978 -0.27
H -2.1861 2.6095 -3.6511 0.05
H -0.9862 3.8336 -4.1423 0.07
H -1.0394 2.2406 -4.9564 0.05
C 1.7860 -3.4420 -3.4393 -0.23
H 1.7587 -4.5415 -3.5175 0.08
H 2.0397 -2.9902 -4.4076 0.06
H 2.5234 -3.1236 -2.6877 0.06
C -0.2244 -3.9419 -1.5546 -0.22
H -1.2527 -3.7991 -1.1940 0.06
H -0.1039 -4.9753 -1.9190 0.08
H 0.4615 -3.7866 -0.7072 0.04
C -0.9633 -3.5612 -4.1759 -0.23
H -0.8268 -3.0670 -5.1489 0.06
H -0.7246 -4.6356 -4.2617 0.08
H -2.0120 -3.4501 -3.8593 0.05
C -1.0435 -1.0821 -0.7916 -0.67
O -1.8409 -1.7362 -0.1181 -0.03
H 0.9946 -0.9438 -3.0955 -0.01
C 2.9052 3.5954 1.8783 -0.02
C 2.4094 2.1661 2.0218 -0.61
C 3.2415 1.2472 1.1339 -0.04
C 2.5060 1.7296 3.4787 -0.02
O 0.9903 2.2054 1.6271 -0.14
Si -0.0384 0.8993 1.4479 0.09
S 0.4451 -0.0419 -0.4396 0.79
O 0.2322 -0.2865 2.5430 -0.14
C 0.7319 -1.7293 2.8054 -0.53
C 0.7687 -2.5666 1.5412 -0.08
C 2.1490 -1.6909 3.3550 -0.03
C -0.2654 -2.2757 3.8153 -0.01
O -1.5589 1.4538 1.3305 -0.14
C -3.0326 1.0285 1.4361 -0.55
C -3.6645 0.8378 0.0717 -0.03
C -3.1264 -0.1860 2.3287 -0.03
C -3.6869 2.2141 2.0999 -0.03
H 3.9754 3.6429 2.1140 0.10
H 2.3814 4.2505 2.5795 0.10
H 2.7642 3.9725 0.8658 0.08
H 4.2919 1.3328 1.4633 0.11
H 2.9696 0.1860 1.2100 0.05
H 3.2238 1.5335 0.0757 0.08
H 2.1468 2.5303 4.1337 0.10
H 1.9046 0.8390 3.6694 0.05
H 3.5491 1.5116 3.7618 0.11
H 1.4769 -2.1509 0.8155 0.06
H 1.1258 -3.5885 1.7886 0.12
H -0.2293 -2.6764 1.1095 0.06
H 2.1896 -1.1946 4.3293 0.10
H 2.5233 -2.7231 3.4947 0.11
H 2.8337 -1.2052 2.6515 0.07
H -0.2500 -1.6650 4.7236 0.10
H -1.2809 -2.2832 3.4046 0.08
H -0.0128 -3.3125 4.0907 0.11
H -3.4208 -0.1085 -0.4246 0.06
H -4.7619 0.8305 0.1898 0.11
H -3.4236 1.6448 -0.6299 0.09
H -2.7291 0.0291 3.3266 0.10
H -4.1831 -0.4737 2.4527 0.11
H -2.6092 -1.0536 1.9074 0.06
H -3.2507 2.4073 3.0850 0.10
H -3.5453 3.1242 1.5108 0.10
H -4.7653 2.0426 2.2238 0.11
```

Properties
Charge ... +2
HOMO energy ... -15.28 eV
Frontier orbital gap ... 7.1342 eV
E ... -3273.05793 Eh
ΔE to the lowest compared entry with this formula, charge and spin ... 0.0 kcal per mole

=====

(5)
Density functional theory data (ωB97M-V/def2-TZVPD) for C4H7NO as an isolated structure.

Geometry as XYZ:
```
13
Properties=species:S:1:pos:R:3:nbo_charge:R:1
C -1.0876 -1.2832 0.5859 -0.64
C -0.6709 -0.0694 -0.2039 -0.20
C 0.6642 1.1377 0.4167 -0.21
N 0.8025 1.3738 -1.0234 -0.65
C 0.5367 -0.0390 -1.0029 0.61
O 1.2933 -0.9528 -1.2230 -0.60
H -1.4512 -2.1310 -0.0163 0.23
H -0.2314 -1.6280 1.1620 0.23
H -1.9089 -1.0081 1.2573 0.22
H -1.5260 0.3891 -0.7456 0.24
H 1.6399 0.7653 0.8295 0.20
H 0.2458 1.8814 1.0781 0.21
H 1.7399 1.5449 -1.3784 0.38
```

Properties
HOMO energy ... -9.68 eV
Frontier orbital gap ... 10.7022 eV
E ... -286.52163 Eh
ΔE to the lowest compared entry with this formula, charge and spin ... 69.0 kcal per mole

=====

(6)
Density functional theory data (ωB97M-V/def2-TZVPD) for C4H7O as an isolated structure.

Geometry as XYZ:
```
12
Properties=species:S:1:pos:R:3:nbo_charge:R:1
C 1.0654 1.2715 -0.0381 -0.25
C 0.7929 0.3746 0.8904 0.11
C -0.1516 0.9447 -0.8008 -0.05
C -0.6968 -1.3696 0.2126 -0.32
O -0.5641 0.0578 0.4096 -0.33
H 1.7730 2.0635 -0.1737 0.28
H 1.2029 -0.0533 1.9599 0.30
H -0.9193 1.7911 -1.0443 0.27
H -0.1046 0.1939 -1.6361 0.24
H -1.6838 -1.6525 -0.3680 0.25
H -0.0498 -1.7204 -0.6391 0.23
H -0.6643 -1.9013 1.2275 0.27
```

Properties
Charge ... +1
HOMO energy ... -15.84 eV
Frontier orbital gap ... 11.9805 eV
E ... -231.43489 Eh
ΔE to the lowest compared entry with this formula, charge and spin ... 40.1 kcal per mole

=====

(7)
Density functional theory data (ωB97M-V/def2-TZVPD) for C4H2O2 as an isolated structure.

Geometry as XYZ:
```
8
Properties=species:S:1:pos:R:3:lowdin_charge:R:1
O 1.4144 0.1640 1.0436 0.10
C 0.6598 -0.7430 0.8096 -0.15
C -0.4957 -0.5741 -0.1634 -0.37
O -1.2454 -1.4912 -0.3913 0.14
C -0.5972 0.7477 -0.7638 -0.06
C -0.7035 1.8874 -1.2931 0.12
H 0.7400 -1.7436 1.2665 0.14
H 0.2277 1.7529 -0.5081 0.09
```

Properties
HOMO energy ... -10.91 eV
Frontier orbital gap ... 9.2998 eV
E ... -303.93124 Eh
ΔE to the lowest compared entry with this formula, charge and spin ... 49.3 kcal per mole